{"formula": "C42H38N6PdS9", "method": "ωB97M-V/def2-TZVPD", "symbols": ["Pd", "N", "S", "N", "S", "N", "S", "N", "C", "C", "C", "C", "C", "C", "C", "C", "C", "C", "C", "C", "C", "C", "C", "C", "C", "C", "C", "C", "C", "C", "C", "C", "C", "C", "C", "C", "C", "C", "C", "C", "C", "C", "C", "C", "H", "H", "H", "H", "H", "H", "H", "H", "H", "H", "H", "H", "H", "H", "H", "H", "H", "H", "H", "H", "H", "H", "H", "H", "H", "H", "H", "H", "H", "H", "S", "C", "S", "C", "C", "S", "S", "S", "C", "N", "C", "S", "N", "C", "H", "H", "H", "H", "H", "H", "H", "H"], "positions_angstrom": [[0.984208, -0.959231, 0.742124], [-1.923440, 0.700746, -1.400129], [-1.975122, 2.087487, -1.776719], [-0.850712, 2.714812, -2.845313], [0.391704, 3.564824, -2.571542], [1.456937, 3.372870, -1.528207], [1.960878, 1.857043, -0.781931], [1.101810, 1.329343, 0.241174], [3.557497, 2.523335, -0.325805], [4.754086, 1.925617, -0.677660], [5.941010, 2.478551, -0.203432], [5.912759, 3.564003, 0.654984], [4.697347, 4.117965, 1.044248], [3.513907, 3.599262, 0.554073], [2.181329, 0.920433, -2.304767], [3.058146, 1.308140, -3.307451], [3.096722, 0.579660, -4.485882], [2.243159, -0.504675, -4.655512], [1.351013, -0.858625, -3.652210], [1.315959, -0.147062, -2.461831], [-0.081879, 5.278050, -2.375308], [-0.952193, 5.825676, -3.307071], [-1.372552, 7.134738, -3.145820], [-0.927057, 7.876201, -2.056368], [-0.061149, 7.312685, -1.132208], [0.372398, 6.002444, -1.289960], [1.141963, 3.596979, -4.203439], [2.332544, 4.301727, -4.316248], [2.997402, 4.310158, -5.530222], [2.478157, 3.604454, -6.609927], [1.298077, 2.889872, -6.476973], [0.618653, 2.884397, -5.265149], [-3.452476, 2.599855, -2.701869], [-3.439924, 2.923297, -4.048852], [-4.638702, 3.152858, -4.714253], [-5.842854, 3.064552, -4.032750], [-5.850171, 2.733020, -2.682689], [-4.658379, 2.489917, -2.020623], [-1.995329, 3.317728, -0.456651], [-2.642160, 4.546747, -0.546447], [-2.589727, 5.414909, 0.531527], [-1.878243, 5.062007, 1.674981], [-1.232843, 3.837081, 1.748313], [-1.304254, 2.946149, 0.683763], [4.756806, 1.009293, -1.256154], [6.885736, 2.012420, -0.449977], [6.841282, 3.941981, 1.064524], [4.672639, 4.930778, 1.759494], [2.556394, 3.986866, 0.878953], [3.712929, 2.157561, -3.163347], [3.793933, 0.856710, -5.267571], [2.279320, -1.078562, -5.574339], [0.685023, -1.702416, -3.778389], [0.626358, -0.414412, -1.663747], [-1.308577, 5.222838, -4.134403], [-2.053637, 7.574086, -3.863615], [-1.261923, 8.898296, -1.928592], [0.275050, 7.886663, -0.278443], [1.042598, 5.528190, -0.585357], [2.742912, 4.804224, -3.448204], [3.932265, 4.846918, -5.626711], [3.009755, 3.597755, -7.553474], [0.912340, 2.313864, -7.308175], [-0.271527, 2.288657, -5.117468], [-2.494885, 3.002836, -4.568017], [-4.627917, 3.402118, -5.768456], [-6.775582, 3.247814, -4.551825], [-6.787944, 2.652552, -2.147313], [-4.655000, 2.203846, -0.975362], [-3.178820, 4.825683, -1.444286], [-3.093244, 6.372627, 0.474664], [-1.830579, 5.748711, 2.511985], [-0.668678, 3.558351, 2.629571], [-0.799030, 1.987827, 0.710210], [8.734356, 0.539963, 2.123200], [7.090665, 0.171669, 1.953643], [6.439122, -0.744052, 0.674372], [4.725242, -0.611592, 1.032132], [4.439052, 0.055646, 2.190466], [2.923587, 0.405395, 2.956739], [5.863505, 0.687794, 3.011775], [3.680812, -1.313213, -0.178922], [-1.906988, 0.028158, 2.598132], [-1.712344, -1.138016, 1.754156], [-0.441572, -1.798488, 1.905867], [-0.016460, -3.055644, 0.794530], [-0.055078, -1.857112, 3.280994], [1.043362, -2.758482, 3.614884], [-2.812438, 0.545879, 2.274718], [-1.070119, 0.744243, 2.560893], [-2.039626, -0.279667, 3.636116], [-1.797091, -0.883403, 0.774771], [0.213633, -0.920400, 3.568690], [0.690762, -3.790148, 3.580840], [1.369501, -2.521790, 4.629174], [1.900277, -2.655219, 2.945101]], "forces_ev_per_a": [[1.1477, -0.0449, 0.0504], [-0.0595, -0.1355, 0.0633], [-0.1343, 0.0997, 0.0673], [-0.1338, -0.0368, -0.0972], [0.1589, -0.0268, -0.3182], [-0.0585, 0.1004, 0.3522], [0.1257, -0.0750, -0.2549], [-0.1554, -0.1045, -0.0048], [0.0013, -0.0308, 0.0769], [0.0167, 0.0278, -0.0204], [-0.0111, -0.0239, 0.0083], [-0.0005, 0.0041, 0.0101], [0.0059, 0.0156, 0.0069], [-0.0015, -0.0259, -0.0235], [0.0347, 0.0808, 0.0263], [0.0883, -0.0512, 0.0326], [0.0125, -0.0367, 0.0316], [0.0058, 0.0117, 0.0182], [0.0028, -0.0011, -0.0294], [-0.0747, 0.0030, -0.0306], [0.0114, 0.0359, 0.0080], [-0.0486, -0.0064, 0.0183], [-0.0009, -0.0109, -0.0012], [-0.0115, 0.0158, -0.0033], [0.0093, -0.0248, 0.0011], [0.0337, 0.0373, 0.0000], [-0.0273, 0.0337, 0.0547], [-0.0384, 0.0604, -0.0510], [-0.0112, 0.0083, 0.0314], [0.0040, 0.0032, -0.0294], [-0.0092, 0.0233, 0.0302], [0.0050, -0.0677, -0.0121], [0.0263, -0.0220, -0.0799], [0.0105, 0.0851, 0.0210], [-0.0081, 0.0082, -0.0047], [0.0113, 0.0014, 0.0023], [-0.0110, -0.0032, 0.0036], [-0.0065, -0.0742, 0.0083], [0.0012, 0.1004, -0.0030], [0.0099, -0.0140, -0.0273], [0.0155, 0.0230, 0.0209], [-0.0100, 0.0234, -0.0114], [0.0188, -0.0248, -0.0156], [-0.0752, 0.0213, 0.0143], [0.0016, 0.0012, -0.0177], [-0.0013, -0.0147, -0.0019], [-0.0016, 0.0071, -0.0038], [0.0007, 0.0003, -0.0012], [-0.0053, -0.0064, 0.0041], [0.0062, -0.0134, -0.0003], [-0.0016, 0.0017, 0.0030], [-0.0010, -0.0026, -0.0015], [0.0018, -0.0011, -0.0035], [0.0054, 0.0025, 0.0242], [0.0109, 0.0140, 0.0066], [-0.0006, 0.0046, 0.0032], [-0.0037, -0.0030, 0.0007], [0.0011, 0.0024, -0.0001], [0.0013, -0.0071, 0.0042], [0.0008, 0.0065, -0.0016], [0.0021, 0.0007, -0.0078], [0.0003, -0.0015, 0.0002], [0.0024, -0.0032, -0.0025], [-0.0180, 0.0269, 0.0028], [0.0082, -0.0294, -0.0021], [0.0006, 0.0004, 0.0003], [-0.0013, -0.0046, 0.0002], [-0.0004, 0.0033, -0.0005], [0.0086, -0.0046, -0.0042], [0.0044, 0.0100, -0.0044], [-0.0009, -0.0011, 0.0008], [-0.0008, 0.0031, -0.0001], [-0.0017, -0.0103, 0.0041], [-0.0167, 0.0025, 0.0399], [-0.0861, -0.0124, -0.0105], [0.1304, -0.0026, 0.0252], [-0.0270, 0.0007, -0.0597], [-0.0398, -0.0926, -0.0765], [-0.0936, 0.0409, 0.0547], [0.0166, -0.0043, -0.0632], [-0.0389, 0.0308, 0.0274], [-0.1443, 0.1310, 0.0667], [-0.0009, 0.0468, -0.0111], [0.1350, -0.0518, 0.0191], [-0.4770, 0.0420, -0.0041], [-0.2415, -0.0394, 0.0718], [0.0594, -0.0178, -0.0048], [0.0035, 0.0061, 0.0034], [0.0161, 0.0141, -0.0099], [-0.0005, -0.0127, -0.0025], [-0.0220, -0.0055, 0.0022], [-0.0533, -0.0314, 0.0094], [-0.0046, -0.0047, -0.0150], [0.0041, 0.0003, -0.0154], [-0.0136, -0.0130, 0.0072], [0.0066, 0.0087, 0.0043]], "lowdin_charge": [0.269, -0.248, 0.686, -0.372, 0.806, -0.343, 0.765, -0.301, -0.308, -0.102, -0.094, -0.086, -0.082, -0.088, -0.346, -0.100, -0.091, -0.088, -0.055, -0.103, -0.296, -0.067, -0.077, -0.087, -0.072, -0.052, -0.298, -0.073, -0.073, -0.088, -0.076, -0.062, -0.304, -0.076, -0.090, -0.102, -0.083, -0.077, -0.308, -0.092, -0.099, -0.089, -0.052, -0.086, 0.073, 0.095, 0.103, 0.097, 0.101, 0.108, 0.100, 0.094, 0.109, 0.061, 0.110, 0.101, 0.098, 0.107, 0.105, 0.122, 0.104, 0.099, 0.104, 0.102, 0.082, 0.097, 0.094, 0.100, 0.120, 0.108, 0.098, 0.096, 0.115, 0.044, 0.299, -1.567, 0.826, -1.192, -1.207, 0.348, 0.826, 0.420, -0.162, -0.110, -0.997, 0.481, -0.117, -0.204, 0.069, 0.059, 0.064, 0.048, 0.064, 0.052, 0.066, 0.041], "relative_energy_kcal_mol": 53.6, "homo_energy_ev": -0.233, "total_charge": -2, "lumo_energy_ev": 3.117, "homo_lumo_gap_ev": 3.351, "max_force_ev_per_a": 1.15}